9
Properties=species:S:1:pos:R:3:forces:R:3:nbo_charge:R:1 method="wB97M-V/def2-TZVPD" lumo_ev=0.60 mol_weight_da=106.51 e_tot_ha=-726.7212 smiles="C=C=O.O=CCl"
C 0.4247 -1.0230 0.9144 -0.445 -1.147 0.523 0.717
C -1.2905 1.2141 -0.8631 -0.236 -0.923 1.033 0.405
C 1.6523 -0.8089 0.5171 0.680 -1.790 0.695 -0.794
O -0.6863 -1.1794 1.2284 1.399 -0.151 0.193 -0.453
O -1.4076 1.4682 -1.9917 -0.257 0.485 -1.427 -0.461
Cl -2.5570 0.3121 0.0454 0.027 0.965 -0.507 -0.079
H 2.5757 -1.4314 0.5143 -1.376 0.344 0.442 0.279
H 1.6671 0.0283 -0.0705 0.413 2.220 -1.470 0.243
H -0.3784 1.4200 -0.2943 -0.205 -0.005 0.518 0.143

=====

9
Properties=species:S:1:pos:R:3:forces:R:3:nbo_charge:R:1 method="wB97M-V/def2-TZVPD" lumo_ev="0.72 / -3.46" mol_weight_da=106.51 s2=2.01 spin_multiplicity=3 e_tot_ha=-726.6537
C -0.1036 0.4794 -0.3128 -0.448 -1.920 0.026 0.229
C -1.1608 -0.5513 -0.4865 1.920 -0.430 -0.407 0.352
C 1.1181 0.1171 0.4548 -3.679 -0.846 3.020 -0.635
O -0.3604 1.6240 -0.6810 -0.251 2.455 -0.283 -0.178
O -0.8895 -1.7267 -0.6361 -0.540 0.592 0.554 -0.495
Cl -2.7444 0.1237 -0.5651 -0.696 0.028 -0.170 0.007
H 1.4639 -0.7787 0.1062 0.592 -2.680 -0.741 0.250
H 0.7530 0.0147 1.5478 0.509 -0.312 -1.521 0.235
H 1.9237 0.6978 0.5727 2.594 3.112 -0.476 0.235

=====

10
Properties=species:S:1:pos:R:3:forces:R:3:nbo_charge:R:1 method="wB97M-V/def2-TZVPD" lumo_ev="-1.41 / -1.43" mol_weight_da=138.58 e_tot_ha=-1124.8162 smiles="O=C1C[C@@H]1Cl.O=S"
C 0.9164 0.3669 -0.9134 0.954 -1.104 1.998 0.608
C 0.8945 -1.1037 -0.7060 -0.222 1.158 -2.117 -0.541
C -0.0607 -0.1876 0.0057 -2.168 -0.105 -3.004 -0.312
O -1.1658 1.6279 2.0578 1.396 0.098 0.186 -0.725
O 1.4943 1.3180 -1.2889 0.247 1.130 -0.972 -0.439
S -2.6209 1.5994 2.0164 -1.485 0.166 0.195 0.717
Cl -1.7727 -0.1155 -0.4528 0.139 -0.389 -0.428 -0.037
H 0.6637 -1.6596 -1.5668 -0.800 -0.802 -0.927 0.244
H 1.6436 -1.5419 -0.1469 1.448 -0.718 1.331 0.241
H 0.0076 -0.3039 0.9948 0.491 0.565 3.737 0.243